[1]
The following is a quantum chemistry calculation of a 14-piece molecular cluster, C8H44O14 overall at a distorted geometry, from the OMol25 dataset.

Calculated values
**Gap between HOMO and LUMO**: 0.3202 Eh
**M**: 364.426 g/mol
**Net charge**: 0
**HOMO energy**: -8.7 eV
**Energy relative to the best compared isomer or geometry (same formula, charge and spin)**: 0.369 eV
**Maximum force**: 0.038 Eh/bohr

The geometry in XYZ format:
```
66
Properties=species:S:1:pos:R:3:forces:R:3
C 4.35594 3.40158 -0.38950 -0.73 0.45 -0.29
C 3.40863 2.26066 0.01914 0.78 1.12 0.85
O 4.16496 1.09213 0.03261 0.39 -1.82 -0.38
H 3.98160 4.39324 -0.13539 -0.26 0.03 0.01
H 4.48787 3.38483 -1.47136 0.17 -0.05 -0.01
H 5.33829 3.33404 0.07796 -0.08 -0.33 0.10
H 2.56566 2.11952 -0.65732 0.08 0.15 0.01
H 3.05611 2.36187 1.04559 -0.55 0.61 -0.01
H 4.69616 1.08630 0.83224 0.15 0.03 -0.07
C 0.07740 0.68304 0.39606 -0.06 0.54 -0.27
C 0.61824 -0.25395 1.45260 -0.01 -0.29 -0.05
O 0.58399 -1.60580 0.98661 0.59 0.46 -0.37
H 0.30603 1.72857 0.60268 -0.35 0.16 0.45
H -0.99061 0.55517 0.21971 -0.08 0.08 0.25
H 0.54676 0.58191 -0.58250 0.29 -0.62 0.01
H 0.09979 -0.26098 2.41138 -0.43 0.40 -0.03
H 1.63224 0.03072 1.73344 0.25 -0.32 -0.39
H -0.29752 -1.94800 1.15227 -0.25 -0.51 0.20
C -3.94761 1.68978 -3.20083 -0.71 0.63 0.37
C -4.09204 2.06413 -1.69348 1.32 -0.09 -1.44
O -3.27301 1.21111 -0.89651 -0.58 -0.55 0.35
H -4.34778 0.69720 -3.40757 0.20 -0.02 0.00
H -2.94434 1.81154 -3.60916 0.37 -0.44 0.56
H -4.47718 2.41621 -3.81724 -0.56 0.00 0.11
H -5.12942 2.03258 -1.36040 0.21 -0.10 0.10
H -3.65043 3.05165 -1.55980 -0.60 0.45 0.02
H -2.39254 1.31563 -1.26454 0.41 -0.01 0.06
C -2.06474 -2.12612 -2.19120 -0.17 -0.39 0.93
C -3.14439 -3.02388 -2.75550 0.87 -0.45 -0.23
O -3.91148 -2.34227 -3.72712 -0.51 -0.06 0.02
H -1.45251 -2.68724 -1.48521 0.21 -0.21 -0.02
H -2.51757 -1.35205 -1.57164 0.11 0.39 -0.46
H -1.39814 -1.75780 -2.97099 -0.17 0.25 0.04
H -3.78154 -3.48075 -1.99826 -0.33 0.58 0.11
H -2.66069 -3.89563 -3.19617 0.10 -0.16 -0.32
H -3.38364 -2.31321 -4.52846 -0.05 0.08 -0.08
O 2.94863 0.23467 -2.56119 -0.07 0.90 -0.71
H 2.60854 -0.56333 -2.15651 -0.09 -0.53 0.25
H 3.45682 0.65712 -1.86872 0.33 -0.16 0.16
O -3.75844 -1.36715 0.77822 -0.01 -0.24 0.21
H -3.59991 -0.54059 0.32226 0.19 0.68 -0.40
H -4.70100 -1.51091 0.69370 -0.22 -0.15 0.06
O -0.57911 -3.01706 3.97601 0.06 -0.27 0.72
H -1.04588 -2.25509 4.31917 -0.01 0.13 0.13
H -0.98238 -3.18171 3.12366 -0.18 0.00 -0.16
O 2.02750 -1.92803 3.73579 -0.41 -0.30 0.61
H 2.22207 -2.01882 2.80298 0.26 -0.14 -0.21
H 2.12761 -0.99251 3.91188 0.39 0.09 0.22
O -1.77358 -3.05513 1.61831 0.39 -0.35 -0.40
H -1.98334 -3.84902 1.12641 0.07 -0.28 -0.11
H -2.45678 -2.43200 1.37095 -0.84 0.58 -0.14
O 1.13306 2.62880 3.48477 -0.15 0.02 -0.01
H 0.25643 2.56094 3.10641 -0.33 -0.10 -0.10
H 1.40057 3.53114 3.31029 0.20 0.24 -0.02
O -0.68141 2.93498 -1.97913 -0.21 -0.17 0.30
H -0.05622 2.65162 -2.64627 0.31 -0.20 -0.19
H -1.19864 3.61620 -2.40885 -0.13 0.25 -0.10
O 2.11017 -1.93848 -1.25623 0.39 -0.32 -0.34
H 2.47719 -2.81789 -1.16583 0.22 -0.26 -0.18
H 1.37614 -1.92048 -0.64214 -0.81 0.20 0.74
O 2.89727 0.65497 4.14230 0.54 -0.18 -0.10
H 3.11532 1.11368 4.95363 0.04 0.02 0.24
H 2.13944 1.12638 3.79631 -0.26 0.54 -0.10
O 3.49812 -1.82659 1.45555 0.33 -0.30 -0.02
H 2.97701 -1.74882 0.65641 -0.11 0.14 -0.48
H 3.98227 -1.00250 1.50750 0.10 0.15 0.03
```
Positions in Å, forces in eV/Å.

These are the Löwdin partial charges, in e, on atoms 1 to 4: atom 1 (C): -0.064, atom 2 (C): -0.318, atom 3 (O): -0.092, atom 4 (H): 0.067

=====

[2]
The following is a quantum chemistry calculation of C8H47AlNO18P2 as an isolated structure at a distorted geometry, from the OMol25 dataset.

Calculated values
**Gap between HOMO and LUMO**: 0.2679 Eh
**M**: 534.383 g/mol
**Net charge**: -1
**HOMO energy**: -5.3 eV
**Energy relative to the best compared isomer or geometry (same formula, charge and spin)**: 0.000 eV
**Maximum force**: 0.024 Eh/bohr

The geometry in XYZ format:
```
77
Properties=species:S:1:pos:R:3:forces:R:3
C -1.48946 4.17240 -0.00138 0.01 -0.65 -0.20
C -2.47417 3.00457 -0.16248 0.26 -0.07 0.25
C -1.76489 1.68029 0.14010 -0.39 0.26 0.14
C -2.67237 0.43902 0.11753 1.11 -0.19 0.46
Al -1.83577 -1.00724 1.23788 -0.47 0.38 -1.05
C -1.90789 -2.83236 0.39954 0.80 0.36 0.20
C -0.83802 -3.88806 0.76784 -0.54 -0.64 0.05
C -0.31690 -3.77552 2.20871 0.11 -0.47 -0.35
C -1.37523 -5.33369 0.52123 0.29 0.20 -0.19
O -0.10148 -0.46087 1.73840 0.36 -0.53 -0.01
N 0.79898 -0.67432 0.81228 -0.17 0.57 0.16
O 0.32927 -0.71276 -0.30489 0.20 -0.23 -0.19
P -3.06160 -1.15825 3.29005 -0.53 -0.40 0.06
P -2.98297 0.78643 4.21822 0.75 0.48 -0.09
O -2.45366 1.89353 3.40733 -0.15 0.07 0.00
O -4.51332 1.10484 4.65946 0.20 -0.28 0.06
O -2.14991 0.70357 5.61200 -0.37 -0.22 -0.21
H -0.50045 3.82875 -0.31965 0.04 0.13 -0.01
H -1.40353 4.43084 1.05531 -0.02 0.22 -0.04
H -1.74281 5.03525 -0.60871 -0.09 0.18 0.21
H -2.92995 2.99598 -1.15898 0.03 -0.07 -0.04
H -3.28614 3.08954 0.56453 -0.11 0.12 -0.12
H -0.92201 1.58716 -0.55448 -0.01 -0.18 -0.02
H -1.33500 1.80671 1.14019 0.09 0.03 -0.05
H -3.65491 0.71262 0.48395 -0.16 -0.03 -0.10
H -2.74801 0.07173 -0.91055 -0.34 0.03 -0.02
H -1.81754 -2.64320 -0.67701 -0.18 0.03 -0.03
H -2.91670 -3.23275 0.54298 0.00 -0.03 0.14
H 0.00872 -3.77872 0.08484 0.07 0.26 0.10
H 0.17351 -4.71568 2.48014 0.09 0.07 0.08
H 0.42585 -2.98763 2.32245 -0.21 0.21 0.15
H -1.15128 -3.64580 2.90072 0.05 0.15 0.07
H -2.42025 -5.29705 0.21701 -0.07 -0.15 0.12
H -0.82004 -5.82132 -0.28237 -0.08 0.02 0.01
H -1.26157 -5.96857 1.40313 -0.19 0.04 0.06
H -2.26808 -1.95127 4.15316 0.10 0.34 0.20
H -5.00012 0.27216 4.63690 -0.14 0.04 0.01
H -2.14843 -0.20311 5.93709 0.07 -0.02 0.13
O -5.70082 0.50457 -0.56948 -0.42 -0.01 -0.07
H -6.27099 1.26269 -0.40935 0.03 0.01 0.00
H -5.75282 0.34957 -1.51824 0.14 -0.02 0.01
O 1.29514 1.52261 -2.43026 -0.15 -0.02 0.22
H 0.91668 2.39810 -2.25789 0.20 0.13 0.01
H 1.06598 1.00659 -1.64218 -0.16 -0.11 -0.04
O 1.49787 1.77502 3.09084 0.02 0.06 -0.10
H 1.04139 2.57561 2.81615 -0.08 0.00 0.07
H 0.90979 1.06785 2.79038 0.00 -0.11 0.06
O 3.80351 -0.24082 -1.26409 0.04 -0.25 -0.27
H 3.30488 0.55637 -1.48016 0.07 0.12 -0.04
H 3.22357 -0.96065 -1.53590 -0.15 0.04 0.19
O 6.48599 -1.06963 -0.80495 0.02 -0.25 0.21
H 6.78321 -0.20433 -0.50583 -0.10 0.05 0.00
H 5.55301 -0.92255 -1.04498 -0.04 0.27 -0.01
O 8.73219 -2.09383 -2.20072 0.02 0.02 0.07
H 7.97484 -1.96833 -1.60585 -0.08 0.07 -0.11
H 9.49113 -2.18762 -1.61905 0.02 -0.03 -0.03
O 0.92927 -5.80557 -1.91061 0.18 -0.05 -0.12
H 1.04899 -5.57129 -2.83582 -0.05 0.02 -0.01
H 1.64091 -5.34712 -1.45238 -0.06 0.02 0.08
O 6.53829 0.86201 -3.11092 0.15 0.07 -0.07
H 5.84525 0.30229 -3.47371 -0.08 0.02 0.08
H 7.19883 0.23546 -2.79318 -0.01 -0.06 -0.07
O -2.70892 -0.98128 -3.70868 -0.04 -0.46 -0.18
H -2.35590 -0.41081 -4.39731 -0.03 0.25 0.14
H -2.03123 -0.95241 -3.02603 -0.10 0.09 0.13
O 4.87771 -1.96069 1.78837 0.11 -0.20 0.00
H 5.44416 -2.04099 1.01199 0.02 0.12 -0.02
H 5.33165 -1.32604 2.34928 -0.09 0.06 0.01
O 0.48945 4.45256 -2.70939 0.12 -0.01 -0.11
H 1.24259 4.82043 -3.18223 0.02 -0.06 -0.01
H -0.22691 5.07657 -2.86191 -0.08 -0.06 0.14
O -2.42611 7.22310 -0.09720 -0.07 0.31 -0.04
H -2.64796 6.97436 0.80589 0.04 -0.12 -0.02
H -1.95343 8.05665 -0.01552 -0.01 0.00 0.03
O -1.53182 1.63339 -3.72688 0.24 0.15 -0.11
H -1.88742 2.44594 -3.35610 -0.08 -0.06 0.09
H -0.64106 1.56878 -3.35276 0.04 -0.08 -0.06
```
Positions in Å, forces in eV/Å.

These are the Löwdin partial charges, in e, on atoms 1 to 4: atom 1 (C): -0.115, atom 2 (C): -0.256, atom 3 (C): -0.315, atom 4 (C): -0.219

=====

[3]
The following is a quantum chemistry calculation of C8H48HgO18V as an isolated structure at a distorted geometry, from the OMol25 dataset.

Calculated values
**Gap between HOMO and LUMO (alpha / beta)**: 0.2328 / 0.2433 Eh
**M**: 683.988 g/mol
**Net charge**: 0
**HOMO energy (alpha / beta)**: -7.0 / -7.3 eV
**2S+1**: 4
**Maximum force**: 0.070 Eh/bohr

The geometry in XYZ format:
```
76
Properties=species:S:1:pos:R:3:forces:R:3
Hg 0.19198 0.17947 0.00042 -0.47 1.25 1.74
V -1.20466 -0.83106 3.31755 3.28 1.05 -1.03
C -0.22033 3.00968 3.39377 -0.05 -0.33 0.92
C -1.05032 2.44285 2.25744 0.00 -0.89 -0.21
O -0.90616 1.04265 2.06122 0.59 -0.91 -0.35
H -0.29974 4.09602 3.43437 -0.37 0.02 0.32
H 0.84861 2.80966 3.46777 0.23 -0.23 -1.25
H -0.48743 2.50743 4.32355 -0.68 0.43 0.36
H -0.87770 3.07858 1.38902 0.60 -0.43 -0.74
H -2.12836 2.56763 2.35929 -0.28 0.60 0.93
C 2.71199 3.05004 -0.69862 -0.65 0.97 -0.15
C 1.33118 3.16959 -1.35442 -0.56 -0.37 -0.62
O 0.55758 2.01075 -1.39412 -0.73 -1.33 -0.03
H 3.31217 3.84821 -1.13544 0.36 -0.06 -0.03
H 3.16654 2.08103 -0.90480 -0.14 0.04 0.02
H 2.68852 3.26929 0.36884 -0.10 -0.40 0.13
H 1.43064 3.50245 -2.38758 0.78 -0.16 -0.65
H 0.66880 3.98093 -1.05262 0.39 0.52 1.28
C -1.69258 -3.75491 0.25529 -0.75 0.30 0.09
C -0.41933 -3.29826 0.97334 0.35 1.61 -0.28
O -0.37952 -1.92495 1.42241 -1.28 -0.64 0.87
H -2.58555 -3.74839 0.88033 0.07 0.14 0.68
H -1.67210 -4.78694 -0.09485 0.47 -0.09 -0.15
H -2.00058 -3.10560 -0.56424 0.46 0.19 -0.34
H 0.42610 -3.35842 0.28797 0.02 -0.32 -0.56
H -0.19079 -4.05899 1.71977 -0.12 0.20 0.73
C 2.57245 0.54552 5.60731 0.33 -1.20 0.03
C 1.83227 -0.11885 4.45603 -1.95 0.44 -0.74
O 0.58766 -0.73407 4.70824 -1.57 -0.11 -0.46
H 3.60326 0.68739 5.28262 0.11 0.41 -0.13
H 2.66941 -0.20715 6.38973 -0.26 0.25 0.49
H 2.15999 1.48900 5.96483 -0.17 -0.21 0.01
H 2.46587 -0.86064 3.96982 0.60 -0.12 -0.10
H 1.58831 0.66787 3.74213 0.59 0.26 -0.60
O 2.80289 -3.76980 2.16427 0.38 -0.28 -0.02
H 2.70569 -2.90612 2.56532 -0.20 0.26 0.19
H 2.12122 -3.80079 1.49301 -0.24 0.09 -0.12
O -2.26481 -1.50507 -3.25026 -0.13 -0.09 -0.31
H -2.91207 -1.05833 -3.79590 -0.33 0.20 -0.19
H -1.99305 -2.26111 -3.77063 0.28 -0.20 -0.14
O 0.66115 -1.17112 -1.82898 0.08 -0.05 -0.28
H 0.95964 -0.64651 -2.57189 0.26 0.21 -0.17
H 0.45853 -2.02737 -2.20582 -0.01 -0.70 0.08
O -1.84717 -0.26271 -0.95767 -0.51 0.29 0.13
H -2.71989 -0.26726 -0.56450 -0.43 0.22 0.42
H -1.97786 -0.61969 -1.83614 0.32 -0.31 -0.32
O -3.28426 -0.88525 2.52762 0.33 -0.27 0.65
H -3.39647 -1.18694 1.62616 0.00 -0.09 -0.60
H -4.10436 -0.43708 2.73453 -0.05 0.28 0.19
O -4.27934 2.00965 0.10451 -0.87 -0.63 0.36
H -3.39130 1.97977 0.46048 0.38 0.14 -0.06
H -4.25317 2.71015 -0.54730 0.38 0.19 -0.06
O 1.86872 1.71408 -4.52533 0.56 -0.16 -0.15
H 2.09305 2.47891 -5.05538 0.18 0.06 -0.17
H 1.05002 1.95449 -4.09156 -0.55 0.00 0.11
O -2.37146 3.31061 -1.38964 -0.51 0.52 0.04
H -1.45153 3.10300 -1.22577 0.71 -0.40 0.07
H -2.53561 2.98982 -2.27642 0.19 -0.17 -0.32
O 3.57271 -0.65909 -1.66657 0.33 -0.05 0.22
H 4.46214 -0.37786 -1.88115 0.26 0.15 0.10
H 3.22273 -0.99780 -2.49060 -0.49 -0.18 -0.43
O -0.88806 1.63698 -3.78017 -0.61 0.11 -1.14
H -1.11303 0.70666 -3.76856 0.00 -0.29 0.00
H -0.35535 1.76488 -2.99526 0.50 0.22 1.89
O 2.09256 -1.03505 -4.25167 0.07 -0.86 0.33
H 2.01069 -0.08701 -4.35543 0.04 1.11 -0.38
H 2.82597 -1.27596 -4.81762 0.10 -0.13 -0.23
O 2.37332 -0.19774 0.70631 0.28 -0.04 0.41
H 2.80420 -0.66465 -0.00964 0.34 -0.16 -0.83
H 3.00398 -0.22698 1.42578 -0.21 0.15 0.58
O -4.48297 -1.21091 -0.02803 0.25 -0.12 0.04
H -5.38192 -0.94577 -0.22251 -0.24 0.42 0.03
H -4.40447 -2.08739 -0.40467 0.13 -0.39 -0.11
O 0.09898 -4.04392 -2.45824 -0.01 0.37 -0.16
H 0.37879 -4.91728 -2.73241 0.24 -0.20 -0.07
H -0.85689 -4.07455 -2.49834 -0.30 -0.10 0.25
```
Positions in Å, forces in eV/Å.

These are the Löwdin partial charges, in e, on atoms 1 to 4: atom 1 (Hg): 1.205, atom 2 (V): 1.056, atom 3 (C): -0.093, atom 4 (C): -0.405

=====

Among the records above, which one has the lowest maximum force? C8H47AlNO18P2